{"formula": "C32H68Br16N2O2P", "method": "ωB97M-V/def2-TZVPD", "symbols": ["C", "Br", "H", "C", "H", "O", "H", "H", "H", "H", "H", "C", "H", "H", "C", "C", "C", "C", "H", "Br", "C", "Br", "Br", "H", "H", "Br", "H", "H", "H", "H", "H", "C", "H", "Br", "Br", "C", "C", "H", "Br", "H", "H", "P", "H", "Br", "O", "H", "H", "H", "H", "H", "H", "C", "C", "Br", "H", "C", "C", "H", "C", "H", "N", "C", "H", "C", "H", "C", "H", "H", "H", "H", "H", "H", "H", "H", "H", "Br", "Br", "H", "C", "H", "Br", "Br", "C", "Br", "C", "H", "H", "H", "H", "C", "H", "H", "H", "H", "H", "H", "C", "H", "C", "H", "C", "C", "H", "H", "H", "H", "H", "H", "C", "C", "H", "Br", "H", "C", "H", "N", "H", "C", "C", "H", "H"], "xyz": [[-2.418527, 1.542305, -0.208523], [-7.943942, 1.905606, -4.696507], [-2.179978, 5.379464, -2.779376], [-1.881299, 0.157170, 0.192376], [-0.152497, -3.732900, -2.152847], [2.031480, 2.700393, 0.734031], [-1.249778, 3.307296, -3.645895], [0.002313, 1.559567, -4.150335], [6.690532, -1.688269, 8.519865], [0.092524, -3.433553, -4.294995], [2.066246, 0.503552, -5.287134], [-3.639033, 5.505282, -5.585538], [5.157854, -0.023156, 4.045757], [3.289680, -0.944526, 5.819287], [-1.015365, -7.770169, 4.182710], [1.615431, -0.468223, -3.463669], [0.674009, 2.991576, -1.763494], [-1.795925, 2.635587, 4.468467], [3.896333, 2.359653, -1.062581], [-3.976513, 3.371467, -7.474633], [-3.286567, 2.506653, 4.317631], [-0.910066, 2.717212, 2.736204], [-1.725329, 5.772953, -5.832366], [-1.016317, -5.655588, 3.684754], [1.455598, -2.597948, 0.265896], [4.345123, -3.370914, 7.869528], [7.589203, -1.517800, 7.000895], [1.609072, -0.746655, 6.344352], [0.123320, 5.650664, -2.759733], [1.600965, -1.565103, -5.261365], [-0.765074, 1.447174, -2.078766], [2.270663, -3.109595, -0.230450], [1.566888, 4.758439, -1.173634], [-3.477926, -2.698968, 3.539441], [5.616551, -0.029570, 7.012726], [5.764056, -0.143629, 1.975497], [5.931047, -2.868194, 6.860608], [-2.059059, -7.906403, 4.456091], [6.968498, 1.665028, 3.858306], [-2.621932, 2.932679, -2.622337], [-1.498211, 3.525574, 5.012229], [1.772565, 1.847579, -0.669255], [2.289287, -3.167680, 5.640303], [1.336529, -6.140641, 4.325331], [3.227997, 1.743567, -1.404021], [1.081698, 2.446678, -5.166199], [-5.367077, -2.825853, 1.953084], [0.369699, 4.329148, -0.131341], [-6.146634, 1.401317, -6.339622], [6.592874, -3.729548, 6.910817], [2.394266, -2.542588, 3.982123], [-0.596739, -6.343403, 4.413270], [0.694581, -3.070454, -2.280349], [0.039924, -2.652182, 4.742977], [2.757593, -3.779773, -2.198509], [2.012086, 0.802157, -4.245698], [-1.664799, 4.746208, -2.067950], [-5.346908, -0.842072, -5.317208], [0.983678, -1.518140, -4.368097], [-3.740062, 2.237605, 5.268470], [0.625694, 4.371938, -1.121227], [-0.288543, 5.322859, -1.818887], [-6.412373, -0.502162, -3.941465], [-0.753057, 2.457804, -1.689787], [5.460727, -1.164023, 1.746234], [-1.614820, 3.329344, -2.627232], [6.738172, -0.782778, 3.775615], [1.811147, -3.480177, -4.118485], [-1.572320, -0.366100, -0.700841], [-0.393193, 6.220934, -1.223196], [2.597795, -3.900450, 0.439601], [6.593292, 0.137899, 1.335813], [0.016525, -1.161481, -4.709303], [-0.737781, 2.428557, 0.409768], [-4.144110, 6.103839, -6.335487], [1.979654, 0.310750, 4.115166], [-4.453869, 1.030687, -3.973767], [-2.706284, -0.400044, 0.619644], [-4.305220, -3.008764, 1.805546], [-2.926259, 1.400521, -1.153285], [-4.109071, 4.195548, 3.807438], [-2.241771, -4.639831, 0.686502], [0.925363, -2.947862, -3.799788], [4.241019, 0.962152, 1.487628], [-4.065302, -4.414801, 1.328527], [0.866557, -0.171172, -2.740789], [2.473088, -0.830844, -2.907461], [2.339814, 3.211645, -3.111313], [0.918553, 4.013389, -3.657533], [1.262529, 3.107510, -3.176619], [-3.863656, 5.900313, -4.596918], [-0.403198, -8.480162, 4.727988], [3.004504, 1.135694, -3.986745], [-0.873253, -6.021938, 5.414973], [2.833683, 3.250886, 0.718699], [-4.219291, -5.154147, 2.107074], [6.059309, -0.000418, 3.442044], [-2.255430, 4.776059, -1.167098], [1.952039, -2.386659, 4.961110], [0.420813, -2.136276, -1.818373], [1.004201, 1.965584, -4.199256], [2.248391, -1.021973, 5.512571], [-4.992581, 3.871667, -5.286095], [-3.569320, 1.779433, 3.563712], [5.610459, -2.718151, 5.834484], [3.128548, -2.466274, -0.357850], [-1.091261, 0.220902, 0.926996], [-3.290115, 3.425480, -5.089402], [-6.725543, 0.755967, -5.686242], [1.876535, -3.748909, -1.569624], [-7.358409, 0.106317, -6.285851], [-0.906127, -8.260096, 2.302890], [1.617200, -4.782387, -1.376813], [-5.861350, -0.059981, -4.764010], [-1.381863, 1.755773, 4.956400], [-1.376306, 2.568896, -0.369322], [-3.164522, 1.841892, 0.517147], [-3.981670, 4.042164, -5.650333], [6.602805, -1.651228, 7.439701], [-3.900468, -2.265244, 1.127123], [-4.704689, -4.644123, 0.479405]], "forces_ev_per_a": [[0.240, -0.614, 0.340], [0.098, 0.049, -0.032], [0.079, 0.347, -0.213], [-0.563, 0.555, -0.343], [-0.383, 0.021, 0.199], [0.116, 0.648, -1.112], [0.064, 0.030, -0.237], [-0.339, -0.006, 0.127], [-0.028, -0.062, 0.020], [-0.086, -0.248, -0.267], [0.147, 0.027, -0.295], [0.170, -0.050, 0.201], [-0.029, -0.007, -0.018], [-0.044, -0.002, -0.037], [-0.126, -0.018, -0.189], [-0.166, 0.761, -0.134], [0.760, 0.057, 0.887], [0.081, -0.217, 0.027], [0.139, -0.219, -0.235], [0.068, -0.035, 0.058], [-0.132, 0.210, 0.059], [0.077, 0.194, 0.451], [0.076, 0.078, -0.033], [-0.012, -0.015, -0.030], [-0.172, 0.254, 0.000], [-0.003, 0.050, -0.061], [0.000, -0.014, -0.018], [-0.026, -0.058, 0.020], [0.560, -0.205, -0.213], [0.029, -0.031, -0.316], [0.255, -0.475, 0.054], [0.210, -0.799, -0.079], [0.046, 0.077, 0.174], [0.020, 0.086, -0.039], [0.044, 0.032, 0.183], [-0.154, -0.083, -0.018], [-0.039, -0.166, 0.197], [-0.008, 0.041, 0.027], [-0.085, 0.025, -0.094], [-0.278, -0.119, -0.115], [-0.042, 0.034, -0.017], [-0.804, -2.080, 0.408], [-0.024, 0.048, 0.025], [0.043, -0.052, -0.073], [-0.315, 1.070, 0.222], [-0.148, 0.250, -0.234], [-0.017, -0.052, -0.002], [-0.037, -0.318, -0.035], [0.053, -0.040, -0.022], [0.026, 0.012, 0.013], [0.028, 0.009, -0.021], [0.115, 0.080, 0.142], [0.490, -0.958, -0.648], [-0.078, 0.052, -0.091], [0.149, 0.066, -0.282], [-0.549, -0.339, -0.100], [-0.175, -0.262, -0.341], [0.027, 0.026, -0.027], [0.822, -0.238, 0.007], [0.044, -0.012, 0.026], [0.257, 0.478, -0.738], [-0.961, 0.739, -0.189], [-0.054, 0.043, 0.012], [-0.517, 0.713, -0.609], [-0.015, 0.019, 0.026], [-0.005, 0.033, 0.615], [-0.012, -0.047, -0.056], [0.310, -0.159, 0.159], [0.466, -0.349, -0.082], [0.238, 0.107, 0.383], [0.074, -0.053, 0.255], [0.035, 0.043, 0.040], [-0.332, 0.017, 0.087], [0.208, -0.111, -0.419], [0.000, -0.040, -0.055], [-0.078, 0.121, 0.271], [0.036, -0.124, 0.175], [-0.098, -0.261, 0.156], [-0.106, 0.002, 0.233], [-0.296, 0.288, -0.261], [0.030, -0.076, -0.070], [0.003, -0.005, 0.076], [-0.902, 0.724, 0.003], [0.432, -0.088, -0.038], [0.152, -0.013, -0.255], [-0.118, -0.001, 0.600], [0.121, -0.338, 0.064], [0.311, 0.072, 0.154], [-0.286, 0.252, 0.028], [-0.159, -0.432, -0.269], [-0.030, -0.006, 0.005], [0.027, 0.018, 0.032], [0.320, 0.216, 0.230], [-0.012, -0.018, 0.008], [-0.182, 0.021, 0.315], [-0.023, 0.015, 0.038], [0.259, 0.023, 0.134], [-0.093, -0.160, 0.368], [-0.159, -0.270, 0.188], [0.083, 0.465, 0.140], [0.673, -0.037, 0.099], [0.079, 0.047, -0.198], [-0.001, 0.036, 0.060], [0.043, -0.048, 0.011], [0.041, 0.032, -0.036], [0.068, 0.592, 0.033], [0.270, -0.074, 0.137], [0.031, 0.031, 0.021], [-0.232, 0.047, 0.072], [-0.199, 0.431, 0.687], [0.016, -0.046, 0.016], [0.046, -0.023, 0.047], [-0.078, -0.297, -0.072], [0.139, -0.047, -0.143], [0.002, -0.039, -0.033], [0.286, -0.481, -0.006], [-0.021, 0.460, 0.151], [-0.296, 0.054, -0.228], [-0.003, 0.124, -0.181], [0.021, -0.044, -0.039], [-0.024, 0.029, -0.001]], "lumo_energy_ha": -0.0973, "charge": 1, "mol_weight_g_mol": 1822.35}